120
Properties=species:S:1:pos:R:3:lowdin_charge:R:1 method="wB97M-V/def2-TZVPD" e_homo_ev=-10.7 orbital_gap_ha=0.36925 energy_ev=-83188.6011
H 2.93 -3.51 3.85 -0.056
H 1.59 -3.78 3.40 -0.023
O 2.21 -3.92 4.07 0.054
H -3.59 5.53 -0.97 0.120
H -3.64 4.84 0.54 -0.029
O -4.18 4.92 -0.33 -0.157
H 4.62 1.52 -0.10 -0.006
H 3.68 1.35 1.01 0.045
O 3.72 1.24 0.02 -0.071
H -2.91 -2.40 -4.39 0.114
H -1.64 -3.26 -4.54 -0.036
O -1.94 -2.45 -4.67 -0.013
H -0.07 -0.53 -1.87 0.027
H -0.61 -1.31 -1.02 -0.075
O -0.82 -0.54 -1.29 0.002
H -3.17 -3.63 2.33 0.086
O -2.55 -3.78 1.56 -0.074
H 0.26 -2.89 -4.99 0.079
O 1.24 -2.98 -5.41 -0.101
H 2.91 4.17 -1.94 0.015
H 3.64 4.33 -0.53 0.049
O 3.00 4.71 -1.17 -0.045
H 2.64 -4.67 2.19 0.060
H 3.02 -3.44 1.34 0.026
O 3.04 -4.38 1.35 -0.026
H 1.38 -2.38 -0.98 0.088
H 0.46 -3.10 -0.08 -0.050
O 0.82 -2.32 -0.11 -0.034
H -4.75 -2.75 -1.82 -0.029
H -4.88 -1.48 -2.89 0.075
O -5.12 -2.46 -2.62 -0.091
H -1.14 0.28 6.39 -0.010
O -0.81 1.09 6.13 -0.037
H -0.54 4.29 -2.37 -0.036
H 0.08 4.86 -3.87 0.181
O -0.26 4.06 -3.20 -0.105
H -0.29 0.41 3.04 0.069
H -1.26 1.35 2.67 0.076
O -1.04 0.90 3.56 -0.135
H -0.56 2.28 0.34 0.076
H -1.87 1.78 0.27 0.067
O -1.38 2.39 0.88 -0.075
H -3.43 1.64 -3.70 0.017
H -3.95 2.68 -4.73 0.017
O -3.73 1.78 -4.61 -0.015
H 5.06 -3.34 -1.23 0.032
H 5.33 -2.14 -0.32 0.042
O 4.64 -2.67 -0.71 -0.017
H 2.36 -0.70 -1.11 0.082
H 1.53 0.38 -1.60 -0.036
O 1.72 -0.46 -1.81 -0.044
H -0.49 1.11 -1.46 -0.002
O 0.10 1.62 -2.00 -0.018
H 3.84 -5.27 0.18 -0.116
H 2.93 -6.07 -0.77 0.067
O 3.81 -5.67 -0.59 -0.019
H 4.51 -1.11 -2.89 0.047
O 4.21 -0.47 -2.27 -0.053
H 1.45 1.47 1.24 -0.013
H 2.20 2.56 1.93 0.065
O 2.11 1.58 1.82 -0.030
H -2.64 -0.27 0.78 0.080
H -1.50 -0.74 0.37 0.050
O -1.72 -0.13 1.13 -0.079
H -4.91 -1.02 2.45 0.037
H -5.47 -1.12 3.92 0.010
O -4.92 -1.48 3.28 -0.008
H -1.54 0.79 -4.76 -0.133
H -1.33 -0.77 -5.11 0.102
O -0.98 0.19 -4.88 0.007
H -4.22 0.96 -1.76 0.011
H -5.56 0.24 -1.50 0.078
O -5.04 0.71 -2.22 -0.091
H -2.66 4.30 2.58 0.008
H -2.46 3.59 1.35 0.082
O -3.00 4.41 1.76 -0.036
H -3.13 -5.11 -1.06 -0.012
H -2.50 -3.92 -0.15 -0.037
O -2.82 -4.26 -0.97 -0.019
H 6.80 0.96 -0.43 0.003
H 5.88 0.30 -1.58 0.060
O 6.51 1.09 -1.32 -0.101
H 0.80 -0.55 6.01 -0.003
H 0.14 -2.01 5.71 0.099
O 0.57 -1.39 6.43 -0.089
H 2.77 4.33 3.73 0.115
H 1.76 3.08 3.77 -0.137
O 1.98 3.81 3.40 -0.001
H 0.54 2.41 -4.71 0.060
O 1.38 2.76 -4.37 -0.023
H 1.60 0.86 -4.62 0.030
H 1.24 -0.43 -3.70 -0.076
O 1.76 -0.05 -4.30 -0.018
H 0.11 1.10 -2.77 -0.009
H -1.62 -3.67 1.82 0.009
H 3.88 0.20 -2.86 0.054
H 1.39 -2.15 -4.91 -0.006
H -1.17 1.34 5.32 -0.031
H 1.43 3.21 -3.61 -0.062
O 0.20 5.41 -0.08 0.027
H 0.45 6.28 -0.32 0.037
H 0.72 4.94 0.44 -0.058
O -0.03 -2.82 2.42 -0.118
H -0.45 -1.95 2.81 0.112
H 0.31 -2.60 1.48 0.040
O 1.56 -3.69 -2.10 -0.099
H 2.34 -4.12 -1.69 0.022
H 2.08 -4.00 -2.98 0.156
O -4.31 2.20 0.08 -0.051
H -4.03 2.23 0.98 0.015
H -4.02 3.06 -0.28 0.012
O -2.75 -0.01 5.13 -0.106
H -2.96 -0.55 4.32 0.045
H -3.64 0.43 5.39 0.105
O 1.50 -0.53 3.02 -0.048
H 1.48 -1.28 3.60 0.013
H 2.24 -0.11 3.43 0.044
O 1.19 1.55 4.72 -0.051
H 0.89 1.71 5.59 0.031
H 0.42 1.21 4.31 -0.050